{
  "formula": "C9H7InN2O5",
  "method": "the ωB97M-V functional and the def2-TZVPD basis",
  "species": ["O", "C", "N", "O", "N", "C", "C", "H", "H", "O", "O", "H", "H", "In", "H", "C", "H", "C", "H", "C", "C", "O", "C", "C"],
  "positions_angstrom": [[0.13, 3.41, 0.68], [0.02, -1.10, -2.85], [-0.17, -1.08, 2.41], [3.68, 0.78, -1.61], [0.21, -0.53, 0.33], [-0.64, -0.99, 3.78], [0.74, -1.80, 0.53], [0.24, -0.15, -3.55], [0.18, -1.08, 4.49], [-3.53, 0.68, -1.71], [0.10, 4.19, -4.95], [-1.13, -0.02, 3.92], [1.21, -2.33, -0.29], [0.05, 0.69, -1.46], [-1.36, -1.78, 4.00], [-2.41, 0.87, -1.82], [-0.83, 0.83, 1.68], [0.52, -2.14, 1.83], [0.76, -3.03, 2.39], [2.55, 0.91, -1.79], [0.07, 2.70, -0.23], [-0.15, -2.26, -3.07], [0.09, 3.33, -4.21], [-0.33, -0.12, 1.49]],
  "charge": 2,
  "e_above_lowest_kcal_mol": 39.0,
  "homo_lumo_gap_ev": [6.252, 6.652],
  "e_tot_ha": -1022.2280
}


{
  "formula": "C8H9NO5S",
  "method": "the ωB97M-V functional and the def2-TZVPD basis",
  "species": ["H", "O", "H", "H", "H", "C", "H", "H", "C", "C", "C", "C", "H", "H", "N", "O", "C", "H", "O", "O", "C", "O", "C", "S"],
  "positions_angstrom": [[0.89, -0.55, -3.00], [-1.66, -1.12, 2.13], [-0.03, -2.57, 0.75], [-0.10, -2.44, -3.00], [0.34, 2.35, 2.68], [0.18, 3.08, 1.90], [1.05, -3.55, -2.26], [-0.61, 3.78, 2.19], [0.62, -0.49, -1.91], [0.02, 0.74, 0.04], [-0.04, -0.31, 0.87], [0.53, -1.75, -1.16], [-0.56, -3.62, -1.86], [0.59, 1.72, -1.76], [-0.72, -0.38, 2.12], [1.67, -1.84, -0.25], [0.51, 0.70, -1.29], [0.92, 3.44, 1.27], [-2.11, 1.79, 1.18], [-0.38, 0.38, 3.01], [0.22, -2.91, -2.09], [-0.87, 3.08, -0.50], [0.39, -1.77, 0.26], [-0.85, 2.23, 0.68]],
  "e_above_lowest_kcal_mol": 151.8,
  "homo_lumo_gap_ev": 8.896,
  "smiles": "C[C@@]12C=CC(S(C)(=O)=O)=C([N+](=O)[O-])[C@@H]1O2",
  "e_tot_ha": -1139.1524
}


{
  "formula": "CH3N2O2S",
  "method": "the ωB97M-V functional and the def2-TZVPD basis",
  "species": ["H", "N", "H", "S", "H", "O", "O", "C", "N"],
  "positions_angstrom": [[-0.18, 1.20, -1.55], [-0.01, 0.84, 0.66], [0.80, -0.07, 2.25], [0.82, 1.45, -0.63], [-0.45, -0.95, 1.33], [-2.31, -0.05, 0.82], [-1.83, 0.83, -1.11], [-1.64, 0.53, 0.03], [0.44, -0.39, 1.29]],
  "charge": -1,
  "e_above_lowest_kcal_mol": 33.5,
  "homo_lumo_gap_ev": 7.095,
  "smiles": "NN(S)C(=O)[O-]",
  "e_tot_ha": -698.0844
}